The molecule C2H3NOS, computed with ωB97M-V/def2-TZVPD.

**LUMO energy (spin up / spin down)**: -0.5087 / -0.8448 eV
**ΔE to the lowest compared entry with this formula, charge and spin**: 332.1 kJ/mol
**Gap between HOMO and LUMO (spin up / spin down)**: 0.2582 / 0.2532 Eh
**Structure (SMILES)**: O/C=C\N=S
**Maximum force**: 4.6 eV/A

The geometry in XYZ format:
```
8
Properties=species:S:1:pos:R:3:forces:R:3
C 0.3048 0.7366 -0.1588 1.3 4.2 -1.2
C -0.7179 0.0137 -0.5664 1.1 0.0 0.0
N -0.6691 -1.1950 -0.0461 -3.1 -1.7 0.3
O 1.1672 0.2348 0.7580 0.2 0.6 1.2
S 0.1372 -2.4580 0.0642 1.0 -1.3 0.1
H 0.5342 1.8085 -0.4957 -0.6 -1.6 0.5
H 0.7783 0.5413 1.6056 0.7 -0.5 -0.3
H -1.5347 0.3181 -1.1609 -0.7 0.3 -0.6
```
Positions in Å, forces in eV/Å.

Results of the natural (NBO) charge analysis, in e, for atoms 1 through 5: atom 1 (C): 0.11, atom 2 (C): -0.13, atom 3 (N): -0.59, atom 4 (O): -0.70, atom 5 (S): 0.43